(1)
C5H8Cl2 in the gas phase in a non-equilibrium geometry, computed with the ωB97M-V functional and the def2-TZVPD basis.

```
15
Properties=species:S:1:pos:R:3:forces:R:3:nbo_charge:R:1
C -0.526235 -0.848599 1.146306 0.111 0.589 1.505 -0.29
C 0.764678 0.728450 -0.416094 -1.456 -0.519 1.320 0.01
C -0.416113 -0.367698 -0.181830 -0.748 1.280 -3.234 -0.10
C 0.754116 2.114002 0.252072 -3.063 -1.569 -0.788 -0.71
C -0.498861 -1.565478 -1.196336 2.853 -1.492 -0.308 -0.63
Cl 2.217195 -0.026934 -0.547987 2.437 -1.018 -0.494 0.05
Cl -1.899079 0.634373 -0.758031 -0.201 -0.190 0.557 -0.12
H 0.021152 -1.728284 1.364859 0.336 -0.886 0.098 0.19
H -0.776542 -0.262386 2.016357 -0.235 0.359 -0.172 0.19
H 1.424524 2.911344 -0.103130 -0.342 -0.712 -0.265 0.25
H 0.823398 2.006093 1.332824 0.245 0.068 0.138 0.22
H -0.365310 2.240956 0.019701 1.604 1.329 0.644 0.25
H -1.456772 -2.133398 -1.242479 0.592 0.868 0.535 0.24
H 0.358933 -2.365969 -0.987617 -1.763 1.614 -0.007 0.21
H -0.238939 -1.264788 -2.227173 -0.371 0.279 0.471 0.23
```
Forces are in eV/Å.

E: -30355.5494 eV
HOMO energy (alpha / beta): -8.9 / -8.1 eV
Energy relative to the best compared isomer or geometry (same formula, charge and spin): 418.0 kJ/mol
HOMO-LUMO gap (alpha / beta): 8.9 / 7.5 eV

=====

(2)
2 unconnected molecules or ions with the total composition CH4NO3P in a non-equilibrium geometry, computed with the ωB97M-V functional and the def2-TZVPD basis.

```
10
Properties=species:S:1:pos:R:3:forces:R:3:nbo_charge:R:1
C 0.289879 -1.210625 1.588935 -1.965 1.188 -0.451 0.23
N -0.603940 0.975510 -1.534926 -0.367 -0.477 -1.395 -0.29
O -0.885512 2.261971 -1.887302 0.493 0.880 1.117 -0.52
O -0.161893 -1.411535 0.252394 1.302 0.626 -1.072 -0.78
O 1.484526 -0.518865 1.358280 0.356 0.405 -0.692 -0.78
P 1.278527 -0.662494 -0.325067 -0.938 -0.603 1.160 1.06
H -0.524463 -0.604063 2.097504 1.249 -0.634 -0.036 0.16
H 0.471744 -2.164239 2.003831 0.160 -0.975 1.026 0.16
H -0.779472 2.756773 -1.043623 -0.328 -0.289 -0.749 0.47
H -0.569396 0.577568 -2.510027 0.038 -0.121 1.095 0.29
```
Forces are in eV/Å.

E: -18018.7513 eV
HOMO energy (alpha / beta): -7.0 / -9.2 eV
Energy relative to the best compared isomer or geometry (same formula, charge and spin): 585.3 kJ/mol
HOMO-LUMO gap (alpha / beta): 7.2 / 9.3 eV

=====

(3)
A molecular structure, C8H32F2N17O12S2Sn in a non-equilibrium geometry, computed with the ωB97M-V functional and the def2-TZVPD basis.

```
74
Properties=species:S:1:pos:R:3:forces:R:3:lowdin_charge:R:1
Sn 1.252915 2.508982 2.787484 -2.381 -1.986 -0.371 1.77
N 0.665885 0.572402 0.603464 -2.774 3.051 -2.070 -0.33
S -0.281215 -0.640728 0.706554 -3.310 -8.681 5.540 0.48
O -0.379565 -1.544588 -0.447706 0.306 3.045 1.504 -0.23
O -1.460565 -0.528978 1.619524 2.845 0.248 -2.652 -0.30
F 0.747975 -1.404528 1.704274 -0.190 0.284 -0.552 -0.20
S -0.404915 1.260282 -0.599716 1.633 5.284 -2.446 0.61
O -1.845395 1.204382 -0.451656 2.296 -0.446 -0.111 -0.23
O 0.224995 1.319742 -1.901696 -1.309 -1.174 1.713 -0.25
F -0.018255 2.762702 -0.117176 -0.375 -0.361 0.697 -0.24
C 4.063365 -0.383938 -0.352196 1.545 -0.941 0.488 -0.80
O 5.119435 -0.130038 -0.792966 3.176 0.655 -1.790 0.14
N 3.302765 0.396312 0.336774 -3.103 5.419 3.156 0.14
N 3.471235 -1.546428 -0.232776 -1.182 -5.139 -1.027 0.17
H 2.344745 0.080612 0.388014 0.578 1.193 0.095 0.01
H 3.535045 1.366922 0.491894 -0.066 -0.090 -0.750 0.11
H 4.048525 -2.373848 -0.279756 -0.306 0.012 -0.196 0.13
H 2.667635 -1.539798 0.379024 0.574 -1.116 -0.043 0.07
C -0.902925 0.114812 5.511494 -0.703 -1.909 2.061 -0.77
O -0.062405 0.768362 4.947744 2.490 2.508 -3.003 -0.05
N -1.796875 -0.727888 5.084504 -2.481 -0.841 -4.450 0.20
N -0.893435 -0.002108 6.803794 2.098 1.959 4.540 0.17
H -2.619395 -0.877138 5.651334 0.186 -0.123 -0.269 0.13
H -1.949985 -0.593258 4.095304 -0.572 -0.622 -0.306 0.10
H -1.450895 -0.594638 7.402334 0.255 0.060 -0.470 0.13
H -0.078965 0.463642 7.177724 -0.358 -0.161 0.824 0.13
C 2.717975 -4.486168 3.125714 0.106 2.071 4.803 -0.76
O 2.715285 -4.146038 4.318204 -1.444 1.040 -0.223 -0.01
N 1.957925 -4.051758 2.139454 -1.428 1.039 -2.148 0.18
N 3.632255 -5.331658 2.812144 2.773 -3.528 -3.397 0.16
H 1.244735 -3.340368 2.212774 0.038 -0.537 0.509 0.07
H 2.243335 -4.230868 1.187324 -0.192 -0.094 0.212 0.10
H 4.400795 -5.624318 3.398474 -0.614 0.265 0.033 0.13
H 3.555065 -5.668988 1.863274 0.802 -0.502 0.232 0.11
C -3.048865 2.314702 2.544604 -4.674 -4.498 -3.145 -0.82
O -1.903785 2.414822 2.718094 7.884 0.525 0.781 0.00
N -3.714585 1.353272 1.860474 1.400 -0.930 -0.625 0.18
N -3.927325 3.089432 3.032684 -2.420 5.511 2.982 0.18
H -4.719825 1.375952 1.955734 0.489 -0.886 -0.485 0.12
H -3.109255 0.658292 1.447334 -0.831 -0.502 -0.198 0.06
H -3.408865 3.911292 3.308094 -1.048 0.726 0.489 0.13
H -4.807045 3.211752 2.551804 0.233 0.292 0.310 0.13
C 1.577295 3.699982 -4.890266 2.142 0.586 0.492 -0.80
O 2.644645 3.812372 -4.345696 1.314 -0.269 1.595 0.05
N 1.365035 4.266792 -6.041346 -1.114 2.175 -4.772 0.15
N 0.516985 3.083042 -4.444586 -3.345 -2.513 1.954 0.17
H 2.020585 4.891522 -6.488636 0.178 -0.393 0.532 0.12
H 0.587285 4.012622 -6.633466 0.143 0.071 0.244 0.10
H -0.354935 3.092712 -4.954236 0.336 0.082 0.150 0.11
H 0.534585 2.479482 -3.634956 0.354 0.347 -0.218 0.07
C -2.081615 4.983732 -2.058506 2.339 2.299 3.223 -0.74
O -1.206405 5.365842 -1.254576 -0.680 -0.741 -1.191 0.00
N -2.492465 3.759832 -2.246826 0.012 -3.806 -0.054 0.16
N -2.872135 5.772952 -2.747196 -0.976 2.041 -1.277 0.16
H -2.017775 3.008372 -1.767186 -0.733 0.102 -0.290 0.06
H -3.404715 3.699012 -2.676016 0.441 -1.223 0.437 0.11
H -2.767115 6.775232 -2.680026 -0.368 -0.319 -0.391 0.13
H -3.508615 5.225802 -3.308996 -0.204 1.754 -0.489 0.10
C -1.191605 -4.703288 0.524504 3.205 5.229 -2.068 -0.75
O -0.823185 -3.828258 1.294104 -0.454 0.413 1.138 0.00
N -0.928045 -4.554828 -0.803386 0.056 -0.195 -1.170 0.16
N -1.739595 -5.794578 0.809994 -2.663 -5.603 2.275 0.19
H -1.142305 -5.343448 -1.396906 0.013 0.655 -0.371 0.10
H -0.844395 -3.618618 -1.173016 0.084 -0.382 0.014 0.08
H -1.748055 -6.064258 1.783284 -0.117 -0.137 -0.210 0.14
H -1.861025 -6.504288 0.101714 -0.149 0.059 0.445 0.13
C 1.730145 -1.324668 -4.175556 3.696 0.249 1.584 -0.84
O 2.723845 -1.820468 -4.632486 1.642 -2.210 -0.823 0.06
N 1.649065 -0.938388 -2.939306 -0.313 0.891 4.890 0.18
N 0.759875 -0.973248 -4.903346 -5.139 0.536 -5.407 0.17
H 2.158115 -1.459728 -2.239896 0.262 0.359 -0.159 0.09
H 0.853775 -0.404718 -2.618656 0.267 -0.544 -0.107 0.04
H 0.785595 -1.585368 -5.706306 -0.539 0.801 -0.635 0.13
H -0.050415 -0.391768 -4.743986 0.365 -0.438 0.416 0.11
```
Forces are in eV/Å.

E: -91644.4495 eV
HOMO energy: -10.7 eV
Charge: +1
Energy relative to the best compared isomer or geometry (same formula, charge and spin): 260.4 kJ/mol
HOMO-LUMO gap: 3.3 eV

=====

(4)
A molecular structure, C5H13N3 in a non-equilibrium geometry, computed with the ωB97M-V functional and the def2-TZVPD basis.

```
21
Properties=species:S:1:pos:R:3:forces:R:3:nbo_charge:R:1
C 0.956125 -0.308996 -0.157969 -1.458 -0.581 -0.160 0.34
C 0.187261 -1.067137 -1.164118 0.233 -0.094 -0.308 -0.29
C 0.969978 1.183225 -0.170453 -0.298 0.263 0.315 -0.29
C -2.200986 -0.203319 -0.021292 0.801 -0.067 -0.052 0.00
C 1.887001 -1.010423 0.774564 -0.136 -0.215 0.075 -0.67
N 0.353635 1.662008 1.037989 -0.394 -0.083 -0.111 -1.03
N -0.750149 -0.986006 -0.054669 0.418 1.049 0.456 -0.50
N -2.129710 1.178571 -0.001564 1.291 0.517 0.283 -0.89
H 0.778914 2.550944 1.293351 -0.140 -0.062 -0.053 0.33
H -0.717581 -1.767545 0.584198 0.057 -0.050 -0.038 0.39
H -1.140424 1.551058 0.561557 -0.632 -0.313 -0.140 0.43
H -2.128768 1.575566 -0.934629 -0.022 -0.100 -0.001 0.34
H 0.523170 -2.067741 -1.433414 -0.121 0.038 -0.017 0.20
H -0.157893 -0.491887 -2.020958 0.064 -0.016 0.017 0.22
H 0.481685 1.546345 -1.096258 0.162 -0.135 -0.139 0.14
H 2.043740 1.440041 -0.242719 -0.077 -0.077 -0.116 0.21
H -2.606453 -0.589216 0.914711 0.197 -0.209 0.001 0.18
H -2.751718 -0.608554 -0.875827 0.156 -0.061 0.076 0.18
H 2.118909 -0.366258 1.620376 -0.033 0.045 -0.042 0.26
H 2.802990 -1.271173 0.230812 -0.061 0.122 -0.007 0.23
H 1.480274 -1.949503 1.156313 -0.008 0.029 -0.038 0.21
```
Forces are in eV/Å.

E: -9861.8869 eV
HOMO energy: -6.6 eV
Energy relative to the best compared isomer or geometry (same formula, charge and spin): 432.2 kJ/mol
HOMO-LUMO gap: 7.2 eV

=====

(5)
A molecular structure, C28H43BrN2P2Sn in a non-equilibrium geometry, computed with the ωB97M-V functional and the def2-TZVPD basis.

```
77
Properties=species:S:1:pos:R:3:forces:R:3:lowdin_charge:R:1
C -0.378056 4.932726 -3.155306 -0.035 -0.008 -0.058 0.01
C -0.532659 3.660405 -3.744431 0.246 0.830 -1.462 -0.24
C -0.659827 3.595930 -5.150773 -0.064 0.443 0.325 -0.01
C -0.691421 4.795332 -5.884407 0.065 -0.544 0.576 -0.11
N -0.557184 5.983011 -5.300314 -0.011 0.330 0.003 0.08
C -0.396314 6.074268 -3.978240 -0.051 -1.108 0.029 -0.10
C -0.590121 2.454888 -2.948386 -0.874 -0.558 2.107 -0.18
C -0.912138 1.981650 -1.781348 0.593 1.793 -1.562 -0.25
C -1.442489 2.118393 -0.455541 -0.766 -0.262 0.538 -0.26
C -0.602310 2.110577 0.661660 0.322 -0.193 0.053 -0.03
C -1.122048 1.901003 1.929794 -0.699 -0.313 -0.133 -0.10
C -2.505480 1.644654 2.080878 0.790 0.980 -1.378 -0.70
C -3.374552 1.945451 1.015775 0.076 -0.286 0.072 -0.09
C -2.842748 2.128578 -0.256798 0.171 0.045 -0.067 -0.03
Sn -0.542489 0.157311 -2.962218 0.378 0.598 -1.158 1.40
P 2.173349 -1.165505 0.939890 3.509 -1.343 0.573 1.15
H -0.758838 2.636925 -5.655055 0.007 0.179 0.076 0.11
H -0.247446 5.028985 -2.077245 -0.064 0.004 -0.267 0.12
H -0.830620 4.785197 -6.972343 0.100 0.019 0.479 0.12
H -0.284858 7.072556 -3.549813 -0.028 -0.299 -0.169 0.12
H -3.505931 2.209634 -1.127879 0.255 0.161 0.497 0.14
H 0.478973 2.201222 0.504594 -0.405 0.007 0.189 0.12
H -4.460690 1.970644 1.163050 0.502 -0.240 -0.029 0.13
H -0.462879 1.864210 2.787458 -0.109 -0.092 -0.174 0.07
C 2.349217 -2.741783 1.899052 -1.342 0.020 0.432 -0.38
C 3.437865 -3.741985 1.527871 0.311 -0.038 -0.476 -0.12
H 1.361353 -3.224178 1.810565 0.241 -0.017 0.201 0.08
H 2.428305 -2.437751 2.952517 -0.078 0.055 -0.376 0.07
H 3.416012 -4.561019 2.259176 -0.065 0.242 -0.170 0.10
H 3.271831 -4.181171 0.535626 0.092 0.082 0.252 0.08
H 4.440490 -3.298794 1.555310 -0.276 -0.194 -0.046 0.06
C 3.010722 -1.569692 -0.664995 -1.161 0.059 -0.649 -0.37
C 3.252446 -0.344889 -1.544626 0.106 -0.006 -0.067 -0.13
H 2.358823 -2.290787 -1.187218 0.443 0.184 0.168 0.06
H 3.955791 -2.082288 -0.441234 -0.304 0.133 0.235 0.09
H 3.724119 -0.666997 -2.482718 -0.103 0.248 0.235 0.10
H 2.314063 0.177315 -1.785603 0.157 -0.102 0.006 0.04
H 3.903863 0.383118 -1.045572 -0.072 -0.179 -0.271 0.07
C 3.480235 -0.068973 1.674182 -1.189 1.186 0.263 -0.38
C 4.882846 -0.644499 1.808318 0.319 -0.514 -0.135 -0.11
H 3.093196 0.233715 2.655520 0.149 -0.029 -0.261 0.06
H 3.496906 0.836068 1.050051 0.012 -0.131 0.210 0.08
H 5.556676 0.149371 2.156143 -0.256 -0.125 -0.076 0.10
H 4.925979 -1.457093 2.542871 -0.019 0.229 -0.174 0.08
H 5.279698 -1.013396 0.854226 -0.026 0.109 0.260 0.08
Br -3.142244 0.806405 3.590684 -0.304 -0.046 0.823 0.86
P -2.039721 -2.033460 -1.495743 -1.602 -2.838 0.871 0.96
C -0.217278 -2.284411 -1.350124 1.477 0.506 -0.873 -0.58
C 0.005211 -3.803495 -1.482608 -0.258 0.040 0.022 -0.14
H 0.148809 -1.893717 -0.381942 -0.144 0.063 -0.212 0.01
H 0.376636 -1.783723 -2.143920 -0.039 -0.758 0.590 -0.06
H 1.072588 -4.050350 -1.463639 -0.132 0.026 0.111 0.07
H -0.508295 -4.347994 -0.675936 0.168 0.114 -0.268 0.08
H -0.409993 -4.142166 -2.441932 0.159 0.031 0.351 0.08
C -2.254930 -2.079562 0.357139 -0.259 0.259 0.273 -0.40
C -3.547617 -2.734282 0.849249 0.004 -0.021 0.027 -0.14
H -2.170640 -1.042243 0.725461 -0.033 -0.178 0.036 0.07
H -1.414679 -2.639031 0.812177 -0.270 0.304 -0.470 0.07
H -3.655255 -2.566475 1.930076 -0.097 -0.011 -0.319 0.08
H -4.429635 -2.339930 0.333779 0.059 -0.059 0.202 0.06
H -3.513595 -3.818230 0.682939 -0.062 0.265 -0.038 0.08
C -3.220648 -0.702335 -2.056614 0.584 1.476 0.237 -0.47
C -3.445207 -0.519088 -3.573462 -0.268 -0.197 0.082 -0.18
H -2.922039 0.241036 -1.583791 -0.552 -0.095 -0.127 -0.01
H -4.183583 -0.994567 -1.588620 0.730 -0.123 -0.028 0.10
H -3.771605 0.509381 -3.789881 0.164 -0.288 0.043 0.09
H -2.551884 -0.752719 -4.186365 -0.513 0.003 0.047 0.01
H -4.256953 -1.186411 -3.900468 0.480 0.133 -0.089 0.10
C -0.262078 0.306257 6.547399 -0.174 -0.489 0.023 -0.08
C 0.315601 1.044206 5.333117 -0.001 0.608 0.629 -0.23
C 0.623513 0.140619 4.239789 0.548 -1.324 -1.454 -0.19
N 0.888550 -0.590392 3.372786 -0.599 1.338 1.261 0.16
H -1.227417 -0.137001 6.280471 0.166 0.050 0.107 0.07
H -0.418793 0.972241 7.400281 0.122 0.013 -0.288 0.09
H 0.407138 -0.505280 6.856541 -0.148 0.218 -0.010 0.09
H -0.397924 1.798484 4.975464 0.131 -0.160 0.013 0.10
H 1.232316 1.585903 5.615202 -0.185 -0.212 -0.197 0.14
```
Forces are in eV/Å.

E: -127144.1456 eV
HOMO energy (alpha / beta): -13.3 / -13.1 eV
Charge: +2
Energy relative to the best compared isomer or geometry (same formula, charge and spin): 73.1 kJ/mol
HOMO-LUMO gap (alpha / beta): 5.3 / 4.1 eV

=====

(6)
A molecular structure, C8H15LaNOP in a non-equilibrium geometry, computed with the ωB97M-V functional and the def2-TZVPD basis.

```
27
Properties=species:S:1:pos:R:3:forces:R:3:lowdin_charge:R:1
C -1.024596 1.114616 -3.343246 1.073 0.696 0.158 -0.26
C -1.440198 2.013392 -4.371392 0.537 -0.223 0.468 -0.20
C -0.390598 2.946416 -4.609974 0.009 -0.893 0.780 -0.19
C 0.689318 2.647716 -3.732187 -0.634 -0.623 0.326 -0.20
C 0.314191 1.524870 -2.925505 -1.102 -0.100 -0.651 -0.26
La -0.304623 -1.237959 -0.746324 -1.537 1.959 -4.483 1.20
P 0.267449 -3.801463 -0.578669 0.507 -1.535 -0.645 0.38
H -1.597773 0.258342 -2.941639 0.052 0.369 -0.246 0.00
H -2.401193 1.987213 -4.881608 0.254 -0.013 0.099 0.06
H -0.411395 3.746994 -5.345429 0.015 -0.180 0.175 0.07
H 0.903986 1.039141 -2.128155 0.042 0.292 -0.341 0.00
H 1.638553 3.176570 -3.676856 -0.238 -0.114 0.001 0.06
H 0.834890 -4.411644 -1.772310 -0.189 -0.065 0.744 -0.13
H -1.098177 -3.512714 -1.116273 0.177 -0.323 0.393 -0.20
H -0.010638 -5.017169 0.140205 -0.167 0.182 -0.443 -0.14
C -0.856300 0.471819 3.226966 0.177 0.036 0.059 -0.01
N 0.397390 -0.280330 3.388768 -0.119 0.076 0.131 -0.17
C 1.101598 -0.281778 4.667364 0.302 -0.069 0.167 -0.03
C 0.903079 -0.972400 2.392325 -0.981 -0.150 -1.857 -0.23
O 0.340212 -0.985802 1.222710 2.030 0.595 5.133 -0.49
H -1.091874 0.904375 4.204449 -0.066 -0.046 -0.367 0.09
H -1.670608 -0.195004 2.910242 0.238 0.121 0.069 0.10
H -0.746100 1.273359 2.482792 0.008 -0.251 0.254 0.10
H 1.338436 -1.310189 4.970441 -0.161 0.260 -0.001 0.10
H 2.046890 0.275924 4.607512 -0.322 -0.030 0.001 0.10
H 0.456575 0.182430 5.412106 0.174 -0.138 -0.005 0.09
H 1.811496 -1.556730 2.543693 -0.077 0.171 0.084 0.15
```
Forces are in eV/Å.

E: -22217.8703 eV
HOMO energy (alpha / beta): -5.6 / -5.1 eV
HOMO-LUMO gap (alpha / beta): 4.8 / 4.3 eV

=====

> E of number 3 (C8H32F2N17O12S2Sn)?

-91644.4495 eV

=====

> Among the records above, which one has the lowest E?

C28H43BrN2P2Sn

=====

> The highest E belongs to which entry?

C5H13N3

=====

> E of number 6 (C8H15LaNOP)?

-22217.8703 eV